1.
The following is a quantum chemistry calculation of a structure of composition C34H32O6PRuS3, from OMol25.

The geometry in XYZ format:
```
77
C34H32O6PRuS3, DFT ωB97M-V with the def2-TZVPD basis set
Ru -0.431 -0.059 -0.134
S -1.756 -1.918 1.004
S 2.136 0.857 2.525
S 1.797 -2.166 -2.253
P -2.005 1.846 -1.351
O -2.499 -2.971 1.611
O -1.837 -0.575 1.687
O -2.122 -1.588 -0.423
O -0.264 -2.152 0.904
O 0.941 0.817 1.611
O 0.626 -1.287 -1.921
C -5.205 2.931 -4.451
C -2.967 2.401 1.166
C 1.321 -3.820 -1.760
C -5.212 3.571 -3.223
C -4.235 1.978 -4.731
C -3.173 3.176 2.298
C 1.293 3.461 -3.194
C 3.677 -1.319 1.390
C 2.626 -1.817 0.396
C -1.703 4.198 0.174
C 3.595 0.170 1.675
C 1.870 1.758 -1.580
C 0.714 -1.110 3.799
C -0.051 3.259 -2.932
C -2.244 2.916 0.093
C 2.247 2.718 -2.507
C 3.110 -1.843 -1.039
C -4.250 3.266 -2.273
C -1.901 4.963 1.311
C -3.276 2.313 -2.550
C 0.524 1.507 -1.318
C 1.534 -2.309 5.717
C 2.895 -0.598 4.724
C -0.404 2.296 -1.995
C -2.643 4.455 2.369
C 0.541 -2.078 4.781
C 0.514 -6.373 -1.127
C -0.004 -4.044 -1.426
C 1.900 -0.399 3.772
C -0.399 -5.334 -1.097
C 1.833 -6.139 -1.494
C -3.279 1.664 -3.783
C 2.242 -4.861 -1.823
C 2.708 -1.565 5.694
H 2.241 -2.796 0.680
H -5.967 4.310 -3.000
H -0.377 -2.647 4.801
H 1.602 4.195 -3.925
H -2.535 0.907 -3.998
H -4.230 1.471 -5.685
H -1.470 5.952 1.376
H 0.200 -7.375 -0.869
H -3.332 1.380 1.139
H -4.260 3.771 -1.316
H 3.264 -4.684 -2.126
H 2.542 -6.954 -1.520
H 1.395 -3.066 6.476
H 1.761 -1.147 0.456
H 3.545 -0.892 -1.357
H -3.735 2.770 3.126
H 3.586 -1.871 2.328
H 3.801 -0.009 4.714
H 4.420 0.490 2.315
H 3.660 0.778 0.769
H 3.297 2.888 -2.707
H -1.424 -5.514 -0.811
H -5.955 3.170 -5.191
H -0.697 -3.215 -1.392
H -1.115 4.588 -0.648
H 3.859 -2.617 -1.214
H -0.809 3.833 -3.449
H -0.060 -0.906 3.070
H 2.643 1.189 -1.077
H -2.798 5.056 3.255
H 3.473 -1.735 6.438
H 4.691 -1.516 1.023
```

Calculated values
* maximum force: 0.64 eV/Å
* multiplicity: 6
* electronic energy: -3396.922805 Eh
* charge: 0
* relative energy (zero: lowest compared OMol25 entry of this formula, charge and spin): 0.275 eV
* HOMO (spin up / spin down): -7.4896 / -8.4246 eV
* LUMO energy (spin up / spin down): 0.00921 / -0.04072 Ha
* HOMO-LUMO gap (spin up / spin down): 7.74 / 7.32 eV

2.
The following is a quantum chemistry calculation of a structure of composition C34H33AsN6OsPSTe, from OMol25.

The geometry in XYZ format:
```
78
C34H33AsN6OsPSTe, DFT ωB97M-V with the def2-TZVPD basis set
Os -0.170 -0.081 -0.471
Te -1.673 -1.435 -2.227
As -1.369 2.058 -0.686
S -4.687 -1.926 -3.166
P 2.139 -1.917 1.464
N 1.466 -1.313 -1.207
N 2.624 -3.160 -1.025
N -0.623 -1.508 1.186
N 3.087 0.644 2.050
N 1.235 0.708 0.884
N -0.139 -2.875 2.828
C -0.274 3.375 -1.552
C 0.610 -3.732 3.769
C 1.021 3.084 -1.968
C -4.162 2.638 -1.153
C 2.429 -2.941 -2.368
C -0.058 5.612 -2.379
C -5.785 -0.898 -1.085
C -5.192 2.579 -3.327
C 3.345 -4.313 -0.449
C 1.615 2.006 1.165
C -2.893 1.915 -3.082
C 1.708 -1.796 -2.478
C 1.242 5.329 -2.788
C 2.163 -0.098 1.427
C -5.272 2.838 -1.968
C -2.981 2.176 -1.717
C -1.505 -2.770 2.784
C 2.022 -2.169 -0.345
C -3.662 -1.234 -1.961
C -0.825 4.635 -1.765
C 2.761 1.970 1.887
C 1.780 4.066 -2.592
C -2.450 3.568 3.622
C -4.418 -0.733 -0.896
C 0.369 -2.102 1.847
C -2.965 2.368 3.147
C -6.071 -1.533 -2.284
C -1.802 2.710 1.066
C -2.636 1.936 1.871
C 4.293 0.159 2.756
C -1.610 4.334 2.824
C -4.003 2.115 -3.887
C -1.799 -1.921 1.762
C -1.278 3.907 1.544
H -2.144 -3.294 3.476
H 1.441 2.094 -1.827
H -7.052 -1.766 -2.679
H -2.712 3.912 4.615
H 1.495 -3.212 4.124
H 1.045 2.858 0.850
H -1.221 5.275 3.191
H -6.193 3.210 -1.538
H -6.052 2.757 -3.961
H -2.765 -1.600 1.413
H 4.028 -0.216 3.741
H -1.961 1.583 -3.527
H -3.939 1.928 -4.952
H 2.826 -3.603 -3.120
H -0.477 6.595 -2.549
H 1.407 -1.269 -3.368
H -1.843 4.854 -1.468
H 4.775 -0.620 2.175
H 0.893 -4.664 3.285
H 2.785 3.846 -2.926
H 1.833 6.097 -3.271
H 4.979 0.993 2.863
H 4.306 -3.997 -0.051
H -4.223 2.862 -0.096
H -3.982 -0.258 -0.031
H 3.507 -5.041 -1.237
H -0.648 4.528 0.921
H -6.549 -0.575 -0.391
H -3.626 1.776 3.767
H 3.362 2.763 2.302
H 2.747 -4.771 0.333
H -0.032 -3.953 4.616
H -3.047 1.002 1.502
```

Calculated values
* maximum force: 0.77 eV/Å
* multiplicity: 5
* electronic energy: -4977.043404 Eh
* charge: +3
* relative energy (zero: lowest compared OMol25 entry of this formula, charge and spin): 0.000 eV
* HOMO (spin up / spin down): -15.8882 / -16.0873 eV
* LUMO energy (spin up / spin down): -0.29588 / -0.39291 Ha
* HOMO-LUMO gap (spin up / spin down): 7.84 / 5.40 eV

3.
The following is a quantum chemistry calculation of a structure of composition C34H33Br2NO2PdSSbSe2, from OMol25.

The geometry in XYZ format:
```
77
C34H33Br2NO2PdSSbSe2, DFT ωB97M-V with the def2-TZVPD basis set
Sb 0.163 -0.749 -2.142
Pd -0.796 0.121 0.110
Br -2.293 4.512 -2.546
Br 4.742 -3.221 0.292
Se -2.561 -1.924 1.681
Se -1.114 0.017 4.352
S -2.068 -0.184 -2.030
O -0.602 3.064 -0.394
O -2.020 1.832 0.850
N 0.519 -0.162 1.673
C -0.974 -1.906 4.056
C 3.743 -0.083 2.399
C -0.354 -3.296 -3.784
C -4.217 5.291 1.628
C 2.119 2.624 -5.091
C 1.284 -0.572 -0.424
C 2.863 1.101 1.905
C 0.532 -2.692 -2.901
C -2.238 -0.148 5.952
C 2.517 1.301 -5.233
C 1.182 2.971 -4.126
C 1.955 -4.626 -2.989
C 1.080 -1.285 0.910
C -4.526 6.093 0.538
C 3.375 0.873 0.445
C -2.680 4.000 0.266
C 1.389 0.971 1.388
C 1.685 -3.356 -2.499
C -2.227 -2.566 3.497
C 2.316 -1.986 1.465
C 3.730 -1.777 1.065
C 3.292 -1.540 2.519
C -0.080 -4.565 -4.276
C -3.013 4.811 -0.812
C -3.315 4.251 1.482
C -1.657 2.872 0.220
C -3.931 5.845 -0.688
C 1.976 0.326 -4.405
C 4.218 -0.330 0.951
C 1.075 -5.228 -3.879
C -3.963 -3.179 1.184
C 1.031 0.675 -3.449
C 0.627 1.999 -3.305
C 1.901 0.763 -0.061
H 2.362 -2.883 -1.794
H -4.198 -2.957 0.144
H -3.620 -4.209 1.263
H -4.177 6.444 -1.554
H 4.490 0.192 3.141
H 2.544 3.386 -5.733
H 0.833 1.896 1.531
H 3.968 1.627 -0.073
H 0.878 4.003 -4.001
H -0.141 -2.006 3.359
H 2.293 -0.706 -4.509
H 0.315 -2.063 0.836
H -0.694 -2.371 5.003
H -3.082 3.590 2.307
H -2.417 0.861 6.321
H 2.851 -5.144 -2.669
H -3.199 -0.605 5.721
H -1.264 -2.779 -4.070
H 2.139 -3.052 1.594
H 1.286 -6.219 -4.260
H -5.235 6.906 0.635
H -0.769 -5.039 -4.964
H 3.461 -2.166 3.385
H 1.649 1.574 -0.742
H -3.093 -2.354 4.125
H -0.095 2.282 -2.546
H 3.055 2.035 2.431
H -1.736 -0.721 6.731
H 3.249 1.029 -5.984
H -4.855 -3.032 1.791
H -4.686 5.469 2.587
H 5.285 -0.277 0.746
H -2.082 -3.648 3.456
```

Calculated values
* maximum force: 0.74 eV/Å
* electronic energy: -12237.718494 Eh
* charge: -1
* HOMO: -4.4191 eV
* LUMO energy: 0.08320 Ha
* HOMO-LUMO gap: 6.68 eV

4.
The following is a quantum chemistry calculation of a structure of composition C34H33BrIIrN2O2Si2, from OMol25.

The geometry in XYZ format:
```
76
C34H33BrIIrN2O2Si2, DFT ωB97M-V with the def2-TZVPD basis set
Ir 0.301 0.931 0.767
I -0.513 2.662 2.397
Br 3.845 -1.797 -5.441
Si -0.701 -0.776 2.171
Si 2.330 0.797 2.073
O 0.252 -0.697 -0.727
O 2.510 0.701 -1.022
N -1.216 -3.343 -3.545
N -1.492 -2.119 -1.723
C 1.134 -1.896 5.707
C -2.249 5.571 -1.001
C -0.671 -2.440 -2.695
C 1.046 -0.932 -1.820
C 0.550 -0.909 3.566
C -0.453 2.265 -0.667
C 2.901 2.433 2.780
C 0.243 -1.732 4.661
C -2.492 -3.631 -3.079
C -1.288 3.943 0.969
C -3.488 -4.480 -3.550
C 0.652 -1.832 -2.811
C 3.795 -0.103 1.349
C -0.815 -2.508 1.496
C 2.698 -1.438 -3.992
C 2.353 -1.224 5.685
C 2.667 -0.407 4.614
C -2.406 5.934 0.306
C -3.844 -2.892 -1.210
C -1.599 4.363 -1.359
C -2.335 -0.272 2.920
C 3.079 -0.492 -3.046
C -1.907 5.100 1.330
C 1.494 -2.094 -3.893
C -1.429 3.991 -2.715
C 1.781 -0.246 3.538
C -1.103 3.503 -0.350
C -0.336 1.963 -2.002
C -4.838 -3.729 -1.670
C -2.654 -2.852 -1.933
C -0.811 2.820 -3.026
C 3.424 1.743 -1.370
C -4.661 -4.513 -2.823
C 2.253 -0.238 -1.965
H -0.781 -3.734 -4.362
H -2.619 6.208 -1.794
H -1.799 4.652 -3.490
H -2.017 5.384 2.369
H 0.130 -2.827 1.054
H -0.640 -1.236 -0.885
H 0.884 -2.543 6.538
H 3.499 -0.977 0.767
H -1.028 -3.149 2.356
H -5.777 -3.786 -1.137
H 3.053 -1.343 6.503
H -2.792 -1.153 3.381
H 4.395 -0.442 2.198
H 3.916 2.304 3.165
H -2.905 6.857 0.568
H 3.331 2.499 -0.595
H 1.209 -2.799 -4.662
H 3.620 0.115 4.619
H -2.197 0.487 3.689
H -3.979 -2.284 -0.325
H -0.682 2.527 -4.060
H 4.449 1.371 -1.394
H -3.355 -5.084 -4.438
H -5.465 -5.158 -3.149
H -3.042 0.121 2.184
H -0.709 -2.253 4.702
H 0.121 1.043 -2.326
H 3.158 2.177 -2.335
H -1.601 -2.660 0.758
H 2.928 3.246 2.049
H 2.256 2.748 3.600
H 4.424 0.530 0.720
H 4.014 0.033 -3.165
```

Calculated values
* maximum force: 1.41 eV/Å
* multiplicity: 2
* electronic energy: -5130.281026 Eh
* charge: +1
* relative energy (zero: lowest compared OMol25 entry of this formula, charge and spin): 1.413 eV
* HOMO (spin up / spin down): -10.4540 / -10.7780 eV
* LUMO energy (spin up / spin down): -0.11681 / -0.15257 Ha
* HOMO-LUMO gap (spin up / spin down): 7.28 / 6.63 eV

5.
The following is a quantum chemistry calculation of a structure of composition C34H33ErN10O4, from OMol25.

The geometry in XYZ format:
```
82
C34H33ErN10O4, DFT ωB97M-V with the def2-TZVPD basis set
Er -2.037 0.782 0.561
O 6.057 1.346 -3.528
O -1.585 2.834 0.739
O -0.026 0.409 1.367
O -3.427 0.155 -0.889
N -1.292 -1.647 0.160
N -4.147 1.583 1.735
N 2.985 -3.631 -0.985
N -4.638 0.069 3.443
N -0.196 2.391 -1.066
N -6.262 1.528 2.743
N -1.141 1.436 -1.382
N 4.048 -3.477 -1.610
N -2.493 -0.330 2.679
N -3.384 -1.591 4.467
C 1.382 5.216 2.446
C 2.453 5.636 1.669
C 2.555 5.215 0.350
C 6.450 -0.805 -2.464
C 4.534 -2.211 -2.025
C 0.069 -1.623 0.149
C -2.781 -1.879 -4.441
C 5.903 -1.989 -1.986
C -0.497 3.004 0.060
C 7.445 1.601 -3.489
C -1.905 -2.659 -0.411
C 4.255 -0.085 -3.131
C -2.057 -0.190 -2.849
C 2.845 -1.508 0.239
C 3.715 -1.245 -2.629
C 0.420 4.379 1.906
C -1.883 -0.919 -4.033
C -3.427 -0.607 3.501
C -4.115 -1.418 -2.492
C -3.200 -0.445 -2.027
C -1.074 0.814 -2.500
C 0.524 3.948 0.586
C 2.252 -2.562 -0.436
C 0.703 -0.509 0.818
C 1.598 4.373 -0.191
C -2.231 -2.479 4.432
C 0.136 -3.690 -1.097
C -1.231 -3.698 -1.069
C 0.837 -2.650 -0.450
C 2.098 -0.520 0.869
C -3.912 -1.323 5.799
C 5.626 0.157 -3.031
C -3.910 -2.121 -3.657
C -4.969 1.106 2.582
H 2.652 -1.426 -2.721
H -1.801 -4.477 -1.558
H -1.004 -0.716 -4.636
H -1.312 -2.002 4.793
H -4.989 -1.596 -1.876
H -2.987 -2.661 -0.353
H 3.210 6.286 2.090
H -4.948 -0.990 5.767
H 8.004 0.853 -4.059
H 1.669 4.027 -1.213
H -2.074 -2.835 3.415
H -4.527 2.361 1.208
H -4.630 -2.870 -3.964
H -5.403 -0.355 3.935
H 7.820 1.625 -2.461
H 3.387 5.544 -0.261
H 1.298 5.544 3.475
H -0.419 4.034 2.495
H 7.588 2.578 -3.941
H -1.621 -0.802 2.886
H 7.518 -0.656 -2.395
H -2.621 -2.430 -5.358
H -6.559 2.347 2.245
H -0.277 1.038 -3.210
H -3.321 -0.568 6.330
H -3.882 -2.245 6.375
H 6.546 -2.746 -1.556
H -6.794 1.294 3.561
H 3.926 -1.470 0.285
H -2.442 -3.338 5.065
H 0.701 -4.469 -1.593
H 2.594 0.284 1.398
H 3.633 0.667 -3.599
```

Calculated values
* maximum force: 2.94 eV/Å
* multiplicity: 4
* electronic energy: -3179.190416 Eh
* charge: 0
* HOMO (spin up / spin down): -6.7314 / -6.7293 eV
* LUMO energy (spin up / spin down): -0.00454 / -0.00454 Ha
* HOMO-LUMO gap (spin up / spin down): 6.61 / 6.61 eV

6.
The following is a quantum chemistry calculation of a cluster of 4 separate species, C34H33F24IN2O6 in total, from OMol25.

The geometry in XYZ format:
```
100
C34H33F24IN2O6, DFT ωB97M-V with the def2-TZVPD basis set
I 7.231 3.773 -2.525
F 4.711 -5.385 5.723
F -0.857 -4.563 -1.599
F -6.787 0.644 -1.621
F 1.861 0.142 4.483
F -5.643 -3.555 -3.271
F 3.212 -4.272 7.729
F -2.833 -5.677 0.179
F -8.236 -2.915 -3.160
F -0.101 -2.689 2.567
F -4.047 1.845 -3.461
F -1.849 -3.953 2.175
F -3.063 -6.065 -1.962
F 2.439 -1.211 2.238
F 2.556 -3.101 3.329
F -0.122 -5.720 0.782
F 3.817 -0.839 4.520
F 4.830 -3.434 4.740
F -5.792 0.882 -4.320
F -6.463 2.672 -2.364
F -6.121 -2.061 -1.747
F 2.267 -4.249 5.775
F 0.343 -5.321 2.879
F -2.483 -3.439 -2.494
F -7.820 -0.835 -3.673
O -2.014 -3.050 -0.398
O -4.456 -0.232 -2.913
O -0.194 0.374 0.222
O 4.415 5.005 -3.915
O 2.896 0.698 -2.781
O 3.099 -2.358 6.672
N 3.052 6.134 -1.081
N -2.062 1.314 -0.735
C 5.698 0.948 -0.198
C 2.485 -1.069 4.582
C -7.350 -2.094 -3.767
C -0.656 -3.579 1.672
C 2.023 -1.858 3.356
C 0.252 1.586 -1.776
C 1.199 2.640 -1.178
C -4.810 -1.419 -3.607
C 2.888 4.107 -2.329
C -2.601 3.939 1.830
C -2.617 5.092 1.058
C 4.476 0.324 0.510
C -5.991 -2.247 -3.078
C 3.318 1.755 -2.373
C -5.054 0.976 -3.200
C -3.104 -5.106 -1.009
C 4.639 -4.050 5.922
C -2.430 2.697 1.235
C -2.065 -4.031 -1.346
C 2.443 2.899 -1.973
C -0.858 -2.783 0.376
C 3.261 -3.708 6.500
C -2.269 2.628 -0.143
C 2.243 5.428 -2.070
C -2.276 3.775 -0.929
C 0.300 -4.774 1.643
C 5.601 0.848 -1.742
C 2.115 -1.623 5.966
C -5.846 1.522 -2.011
C 4.794 1.996 -2.249
C -0.637 1.039 -0.675
C 5.226 3.209 -2.587
C -2.463 5.010 -0.317
C 4.209 4.202 -3.042
H 0.635 3.545 -0.976
H -7.278 -2.376 -4.821
H 3.090 5.638 -0.201
H -2.144 3.684 -1.998
H 0.920 -1.934 3.324
H 2.308 5.995 -3.000
H 0.045 -2.771 -0.235
H 3.883 -0.229 -0.218
H 6.643 0.548 0.160
H 0.789 0.739 -2.190
H -2.743 6.062 1.516
H -4.882 -1.256 -4.682
H -1.008 -1.753 0.702
H 4.771 -0.316 1.334
H -4.103 -4.666 -0.978
H 1.965 -0.738 6.583
H -2.469 5.897 -0.934
H 3.824 1.101 0.908
H -2.407 1.777 1.799
H 2.729 7.078 -0.928
H -2.267 1.408 -1.727
H 5.103 -0.084 -1.993
H -5.175 1.717 -1.170
H 1.158 -2.146 5.945
H -2.727 3.995 2.902
H 5.701 2.010 0.053
H 1.513 2.251 -0.204
H 1.308 -4.454 1.367
H 5.423 -3.742 6.617
H 6.602 0.874 -2.162
H -0.377 2.020 -2.552
H -3.944 -2.060 -3.458
H 1.181 5.350 -1.826
```

Calculated values
* maximum force: 2.53 eV/Å
* electronic energy: -4570.791196 Eh
* charge: 0
* HOMO: -9.2937 eV
* LUMO energy: -0.03250 Ha
* SMILES string: CCCC1=C(I)C(=O)C(CN)=C(CCC(=O)Nc2ccccc2)C1=O.FC(F)C(F)(F)COC(F)(F)C(F)F.FC(F)C(F)(F)COC(F)(F)C(F)F.FC(F)C(F)(F)COC(F)(F)C(F)F
* HOMO-LUMO gap: 8.41 eV